Record 1
Here is a 5-piece molecular cluster, C40H51N5O11 overall in a non-equilibrium geometry from the OMol25 dataset. Energies are from wB97M-V/def2-TZVPD.

Geometry as XYZ:
```
107
Properties=species:S:1:pos:R:3:mulliken_charge:R:1
C 1.10944 1.24059 -3.46294 -1.09
C -0.29412 1.43783 -2.90759 -0.30
C -0.33145 1.59986 -1.36168 -0.24
C -1.03652 2.89201 -0.95537 -0.86
C -0.13779 4.13612 -1.16939 0.14
C -0.77366 5.27759 -1.98497 -1.26
C 0.11138 5.92778 -3.06322 -0.19
C -0.05135 5.27511 -4.43885 -1.16
C 1.10013 5.32434 -5.46868 2.35
C 2.11869 6.48554 -5.37672 -1.38
C 3.61703 6.15957 -5.12963 -0.41
C 4.30062 6.91747 -3.98754 -1.18
C 4.15337 6.35231 -2.56874 -0.87
C 4.02655 4.84276 -2.48707 -0.02
N 5.25830 4.17632 -2.97508 -0.64
C 0.39969 5.38041 -6.84489 -1.22
O 1.32060 4.68367 -7.68972 -0.38
C 1.70377 3.64102 -6.89688 0.49
O 1.95482 2.52329 -7.26769 -0.57
O 1.77707 4.06032 -5.61122 -0.31
H 1.11599 1.17720 -4.54980 0.35
H 1.74751 2.08085 -3.18710 0.05
H 1.56520 0.34550 -3.04233 0.41
H -0.90861 0.58552 -3.19916 0.44
H -0.74763 2.31990 -3.36479 0.08
H 0.70496 1.63840 -1.02332 0.40
H -0.82159 0.73519 -0.95667 -0.21
H -1.96675 2.99964 -1.51725 0.32
H -1.32643 2.82443 0.09153 0.39
H 0.80175 3.82499 -1.61489 -0.22
H 0.09000 4.53343 -0.18052 0.48
H -1.07588 6.07151 -1.30183 0.46
H -1.69165 4.91390 -2.45007 0.47
H 1.15607 5.90896 -2.76736 -0.17
H -0.16580 6.98013 -3.13659 0.43
H -0.89462 5.75619 -4.93609 0.37
H -0.31585 4.22575 -4.30824 -0.04
H 2.09107 6.98038 -6.34603 0.27
H 1.76320 7.22330 -4.65885 0.58
H 4.13551 6.47215 -6.03625 0.45
H 3.77677 5.08830 -5.06969 0.32
H 5.35801 7.03826 -4.21314 0.41
H 3.88468 7.92885 -4.00455 0.38
H 3.33930 6.83623 -2.02603 0.33
H 5.06102 6.59543 -2.01342 0.47
H 3.86729 4.56179 -1.44736 0.60
H 3.16132 4.49227 -3.05085 -0.13
H 5.44243 3.39612 -2.35778 0.11
H 5.05154 3.72824 -3.86082 0.34
H 0.15604 6.36592 -7.22451 0.47
H -0.52057 4.79060 -6.79943 0.51
O -2.44152 0.69995 0.78203 -0.57
N -1.93329 -0.38289 0.99867 1.02
O -0.76944 -0.64915 0.79524 -0.61
C -2.79586 -1.44933 1.53421 0.15
C -4.13481 -1.17706 1.74223 -0.37
C -4.94342 -2.18732 2.23681 -0.57
C -4.40586 -3.43761 2.51394 -0.45
C -3.05639 -3.68642 2.30154 -0.09
C -2.23771 -2.68438 1.80508 -0.58
H -4.53150 -0.19825 1.52069 0.45
H -5.99461 -1.99705 2.40328 0.37
H -5.04240 -4.22543 2.89495 0.41
H -2.64654 -4.65939 2.51672 0.40
H -1.18688 -2.85613 1.62909 0.44
O 6.45655 1.58336 -0.51483 -0.60
N 6.78896 1.30615 -1.64867 1.00
O 6.01828 1.01090 -2.53863 -0.58
C 8.22490 1.34403 -1.97273 0.23
C 9.12445 1.65118 -0.96986 -0.44
C 10.47431 1.67598 -1.28010 -0.41
C 10.89786 1.39870 -2.57332 -0.42
C 9.97291 1.09791 -3.56451 -0.45
C 8.62010 1.06769 -3.26765 -0.36
H 8.77396 1.86602 0.02791 0.45
H 11.19544 1.91212 -0.51019 0.37
H 11.95323 1.41744 -2.80972 0.38
H 10.30376 0.88568 -4.57146 0.37
H 7.88486 0.83661 -4.02310 0.46
O -4.37822 -8.47841 1.65577 -0.60
N -3.66202 -7.87755 2.42562 0.98
O -2.97755 -6.91980 2.12419 -0.61
C -3.62013 -8.33444 3.82543 0.12
C -4.37042 -9.43841 4.18282 -0.41
C -4.32258 -9.86828 5.49988 -0.50
C -3.53873 -9.19305 6.42613 -0.50
C -2.79691 -8.08342 6.04320 -0.41
C -2.83164 -7.64648 4.73024 -0.25
H -4.97415 -9.94769 3.44744 0.48
H -4.89839 -10.73268 5.80111 0.42
H -3.50743 -9.52995 7.45360 0.42
H -2.19756 -7.55464 6.76937 0.40
H -2.26219 -6.78593 4.41453 0.44
O -4.54414 -6.45222 7.85543 -0.60
N -5.27442 -6.11126 8.76415 1.02
O -4.94421 -5.40507 9.69044 -0.61
C -6.66281 -6.60325 8.72922 0.04
C -7.04289 -7.43728 7.69399 -0.22
C -8.34610 -7.90690 7.67095 -0.45
C -9.23804 -7.53860 8.66997 -0.44
C -8.83208 -6.69587 9.69643 -0.39
C -7.53137 -6.21988 9.73307 -0.44
H -6.33399 -7.71088 6.92633 0.50
H -8.66441 -8.56136 6.87149 0.39
H -10.25367 -7.90996 8.64851 0.38
H -9.52838 -6.40843 10.47163 0.37
H -7.19575 -5.56490 10.52246 0.46
```

Calculated values
frontier orbital gap: 8.287 eV
structure (SMILES): CCCCCCCC[C@]1(CCCCCN)COC(=O)O1.O=[N+]([O-])c1ccccc1.O=[N+]([O-])c1ccccc1.O=[N+]([O-])c1ccccc1.O=[N+]([O-])c1ccccc1
E_HOMO: -9.060 eV
DFT total energy: -2655.84331 Eh



Record 2
Here is C40H52BCsN5O2PSi as an isolated structure in a non-equilibrium geometry from the OMol25 dataset. Energies are from wB97M-V/def2-TZVPD.

Geometry as XYZ:
```
103
Properties=species:S:1:pos:R:3:mulliken_charge:R:1
Cs -0.03223 -0.09907 0.61023 1.64
B 2.92558 -0.48239 2.18846 0.93
N 3.18679 1.01999 1.91007 -0.40
C 4.14031 1.78029 2.45928 -0.32
C 4.01091 3.06624 1.97189 -1.24
C 2.91611 2.97805 1.11305 -0.17
N 2.43629 1.74416 1.09180 0.63
N 3.47405 -1.32760 1.01792 0.22
C 4.56783 -2.10080 1.01173 -0.38
C 4.64926 -2.72589 -0.21683 -1.13
C 3.52787 -2.25605 -0.90301 -0.14
N 2.83874 -1.42161 -0.14205 -0.20
H 3.52776 -0.78502 3.18187 -0.23
H 1.74108 -0.65610 2.25501 -0.96
H 4.84791 1.38457 3.16316 0.44
H 4.60412 3.93225 2.20328 0.38
H 2.46495 3.76055 0.52388 0.25
H 5.21703 -2.17493 1.86371 0.45
H 5.39323 -3.42144 -0.56014 0.40
H 3.19570 -2.49755 -1.89803 0.42
C -1.34509 3.55659 -0.01414 -0.18
O -1.47955 2.59195 -1.02461 -0.15
C -0.92766 2.93965 -2.26416 -0.75
C 0.60094 2.85281 -2.33397 0.08
O 0.96141 1.51102 -2.49965 -0.06
C 2.34558 1.29653 -2.45716 -0.46
H -1.74692 4.53022 -0.33698 0.38
H -0.30446 3.69260 0.30122 0.09
H -1.92763 3.18469 0.82701 -0.15
H -1.25264 3.95437 -2.55543 0.39
H -1.32533 2.20786 -2.97063 0.27
H 1.05597 3.26242 -1.42102 -0.19
H 0.96175 3.45289 -3.19054 0.36
H 2.85079 1.80565 -3.29403 0.37
H 2.49423 0.22333 -2.53344 -0.09
H 2.77584 1.64472 -1.51194 0.20
C 0.89213 -1.31599 5.39802 -1.53
C -0.46022 -1.37179 6.03733 1.21
C -0.57941 -1.35667 7.42136 -0.85
C -1.81265 -1.45606 8.03942 -0.61
C -2.95736 -1.57449 7.26520 -0.88
C -2.85323 -1.55739 5.88971 0.16
C -1.61674 -1.46257 5.25637 -0.24
P -1.58412 -1.28969 3.40545 1.04
C -2.29611 -2.93707 2.99991 0.32
C -2.18552 -3.99378 3.90471 -1.14
C -2.57517 -5.27582 3.56652 -0.80
C -3.08472 -5.53427 2.30549 -0.83
C -3.17176 -4.50381 1.38805 -0.34
C -2.76927 -3.21223 1.70500 0.39
C -2.86252 -2.15442 0.65406 0.01
C -2.95000 -0.12983 3.22613 1.26
C -4.25614 -0.54468 3.00135 -0.43
C -5.26565 0.35380 2.71413 -1.16
C -4.94588 1.71661 2.60765 -0.67
C -3.68344 2.16313 2.84707 -0.77
C -2.61643 1.28220 3.24118 0.95
C -1.39947 1.75551 3.62237 -1.60
H 1.67948 -1.45000 6.13887 0.39
H 1.04602 -0.35682 4.90433 0.25
H 0.99389 -2.08807 4.63548 0.28
H 0.31503 -1.26413 8.02653 0.35
H -1.88340 -1.43999 9.12015 0.36
H -3.92802 -1.66660 7.73711 0.42
H -3.74301 -1.62641 5.27902 0.37
H -1.79308 -3.81567 4.89834 0.36
H -2.48566 -6.07690 4.29067 0.41
H -3.39962 -6.53423 2.03479 0.37
H -3.54827 -4.70260 0.39367 0.55
H -2.72472 -2.57150 -0.34140 -0.03
H -2.12121 -1.37093 0.81179 -1.47
H -3.84478 -1.68234 0.68287 0.39
H -4.49122 -1.60633 3.02307 0.44
H -6.27736 0.01081 2.53677 0.32
H -5.72512 2.41921 2.32533 0.34
H -3.45454 3.22337 2.77814 0.37
H -0.65723 1.10608 4.06162 -0.12
H -1.16830 2.81143 3.59558 0.27
C -0.28013 -3.88900 -1.60977 -0.82
Si -0.99998 -3.11130 -3.21748 0.13
C 0.52002 -2.50887 -4.21984 -0.72
C -1.60418 -4.62428 -4.27407 -1.32
N -1.95417 -1.78390 -2.89040 -0.17
C -3.23660 -1.53942 -2.62449 -0.48
C -4.30320 -2.44977 -2.81995 0.16
C -5.60565 -2.10749 -2.54034 -0.68
C -5.93073 -0.84093 -2.07267 -0.61
C -4.90416 0.07190 -1.86341 -0.32
C -3.59893 -0.25991 -2.13211 0.06
H 0.55582 -4.56185 -1.79341 0.44
H -1.03235 -4.44371 -1.05339 0.22
H 0.08192 -3.08915 -0.96706 0.06
H 1.14924 -3.33985 -4.53193 0.27
H 1.12570 -1.84144 -3.61687 -0.14
H 0.22466 -1.96876 -5.11418 0.31
H -0.80546 -5.33100 -4.49048 0.33
H -1.99856 -4.26998 -5.22371 0.36
H -2.39775 -5.17171 -3.77145 0.34
H -4.06451 -3.43196 -3.20655 0.26
H -6.39668 -2.83802 -2.69357 0.33
H -6.96154 -0.56836 -1.87929 0.34
H -5.14012 1.05676 -1.47724 0.36
H -2.80619 0.45683 -1.96677 0.45
```

Calculated values
frontier orbital gap: 4.280 eV
total charge: -2
energy above the lowest of the compared OMol25 structures with the same formula, charge and spin: 121.2 kJ/mol
E_HOMO: -0.671 eV
DFT total energy: -2655.58782 Eh